Here is 3 unconnected molecules or ions with the total composition C30H37F3N2O9S from OMol25. Energies are from ωB97M-V/def2-TZVPD.

Output
maximum force: 1.4 eV/Å
SMILES: COCCCc1c(C[C@H](C)OCc2ccccc2)c(S)c(ON=O)c2c1C(=O)N(COC(F)(F)F)C2=O.CC(C)=O.CC(C)=O
lowest unoccupied orbital energy: -0.490 eV
E_HOMO: -9.4 eV
gap between HOMO and LUMO: 0.326 Eh

ORCA input file:
```
! wB97M-V def2-TZVPD RIJCOSX def2/J DEFGRID3
* xyz 0 1
C 1.4203 -2.4501 2.1315
O 0.6489 -1.6015 1.3021
C -0.6384 -1.3114 1.8295
C -0.6489 0.0473 2.5549
C -1.6774 1.0013 1.8898
C -1.1644 1.5378 0.5782
C -0.0763 2.4463 0.4794
C 0.6103 3.0426 1.6843
C -0.2646 3.8610 2.6669
C -0.3497 3.2351 4.0679
O -1.5045 4.1424 2.0503
C -2.4003 4.9544 2.7923
C -3.4901 4.1647 3.4684
C -4.4099 3.4354 2.7120
C -5.3932 2.6768 3.3424
C -5.4574 2.6517 4.7295
C -4.5583 3.3850 5.5028
C -3.5751 4.1366 4.8586
C 0.3894 2.7898 -0.8064
S 1.7650 3.9070 -1.0646
C -0.2164 2.2843 -1.9680
O 0.2940 2.6327 -3.2032
N 0.6915 1.4563 -3.9220
O 1.3056 1.7520 -4.8545
C -1.3015 1.4454 -1.8581
C -1.7530 1.0927 -0.5963
C -2.9261 0.1780 -0.8025
O -3.7618 -0.2026 -0.0453
N -2.9620 -0.1041 -2.1891
C -3.1867 -1.4460 -2.7000
O -2.9989 -2.3847 -1.6594
C -4.0383 -3.2183 -1.4329
F -3.7724 -3.9122 -0.3400
F -4.1971 -4.0734 -2.4443
F -5.1878 -2.5854 -1.2673
C -2.1203 0.7610 -2.8967
O -2.1339 0.9075 -4.0735
H 1.1709 -3.4997 1.9701
H 1.2808 -2.1938 3.1813
H 2.4636 -2.3038 1.8685
H -0.9841 -2.1076 2.4896
H -1.3068 -1.2944 0.9740
H 0.3502 0.4434 2.4292
H -0.9311 -0.0543 3.5983
H -2.0222 1.7832 2.5489
H -2.5431 0.3895 1.6751
H 1.3789 3.7115 1.3335
H 1.1390 2.2530 2.2070
H 0.2469 4.8170 2.8065
H -0.3839 4.0080 4.8324
H -1.2338 2.6247 4.2121
H 0.5164 2.6203 4.2914
H -2.8605 5.6213 2.0643
H -1.8903 5.5886 3.5182
H -4.3281 3.4699 1.6351
H -6.0756 2.1051 2.7333
H -6.2048 2.0556 5.2320
H -4.6182 3.3652 6.5785
H -2.8661 4.6935 5.4549
H 2.7701 3.0211 -1.1278
H -4.1686 -1.5235 -3.1579
H -2.4620 -1.6556 -3.4805
C 3.3809 -0.2849 -4.0980
C 4.1917 -1.3462 -3.3942
C 3.8542 -2.7820 -3.7100
O 5.0701 -1.0575 -2.6130
H 3.7213 0.6997 -3.7846
H 3.5030 -0.3765 -5.1780
H 2.3293 -0.4001 -3.8463
H 3.9946 -2.9781 -4.7736
H 2.8165 -2.9901 -3.4443
H 4.5038 -3.4423 -3.1432
C 7.3918 -5.7406 -3.9756
C 6.0129 -6.2003 -3.5677
C 5.9204 -7.0670 -2.3348
O 5.0294 -5.8871 -4.1966
H 7.3199 -5.1276 -4.8708
H 7.8415 -5.1520 -3.1745
H 8.0278 -6.6028 -4.1819
H 6.3140 -6.5300 -1.4704
H 6.4980 -7.9817 -2.4764
H 4.8805 -7.3264 -2.1509
*
```

Löwdin atomic charge list, values in e, 4 entries: number 1, C, carries -0.11; number 2, O, carries -0.19; number 3, C, carries -0.20; number 4, C, carries -0.12

***

Here is 2 unconnected molecules or ions with the total composition C2H8NO2P from OMol25. Energies are from ωB97M-V/def2-TZVPD.

Output
maximum force: 3.7 eV/Å
SMILES: CNP=O.CO
lowest unoccupied orbital energy: 0.681 eV
energy relative to the best compared isomer or geometry (same formula, charge and spin): 2.033 eV
E_HOMO: -9.5 eV
gap between HOMO and LUMO: 0.372 Eh

ORCA input file:
```
! wB97M-V def2-TZVPD RIJCOSX def2/J DEFGRID3
* xyz 0 1
C -1.8629 -1.0060 -0.3011
N -1.9622 0.3733 -0.0900
P -1.1780 1.2251 1.1289
O -1.3197 2.6523 0.7429
H -1.8046 -1.5488 0.6641
H -2.7937 -1.5442 -0.7032
H -1.0269 -1.3294 -0.9175
H -1.9733 0.9646 -0.9382
C 2.5055 -0.2105 0.2715
O 1.4220 0.5644 -0.2522
H 2.2139 -0.6089 1.2344
H 3.3302 0.3673 0.4003
H 2.7199 -1.0247 -0.3268
H 1.7299 1.1257 -0.9131
*
```

natural (NBO) atomic charge list, values in e, 4 entries: number 1, C, carries -0.42; number 2, N, carries -0.97; number 3, P, carries 1.44; number 4, O, carries -1.05

***

Here is a molecular structure, C3H10AlS2 from OMol25. Energies are from ωB97M-V/def2-TZVPD.

Output
maximum force: 0.1 eV/Å
lowest unoccupied orbital energy: 3.004 eV
E_HOMO: -4.4 eV
gap between HOMO and LUMO: 0.271 Eh

ORCA input file:
```
! wB97M-V def2-TZVPD RIJCOSX def2/J DEFGRID3
* xyz -1 1
S -2.1596 -1.4361 0.5570
C -1.6053 0.0685 -0.3272
C -0.4026 -0.2424 -1.2086
C 0.8304 -0.6466 -0.3932
Al 1.8620 0.9405 0.3261
S 1.7948 0.9183 2.6456
H -3.3829 -0.9817 0.8603
H -1.3317 0.8301 0.4056
H -2.4443 0.4303 -0.9207
H -0.1964 0.6830 -1.7598
H -0.6983 -0.9945 -1.9528
H 1.5225 -1.2108 -1.0296
H 0.5309 -1.3378 0.4053
H 1.1442 2.3014 -0.2150
H 3.4163 0.9108 -0.1572
H 1.1199 -0.2329 2.7642
*
```

natural (NBO) atomic charge list, values in e, 4 entries: number 1, S, carries -0.08; number 2, C, carries -0.49; number 3, C, carries -0.41; number 4, C, carries -0.96

***

Here is 12 unconnected molecules or ions with the total composition C49H127N10O11 from OMol25. Energies are from ωB97M-V/def2-TZVPD.

Output
maximum force: 3.8 eV/Å
lowest unoccupied orbital energy: 1.886 eV
E_HOMO: -3.7 eV
gap between HOMO and LUMO: 0.205 Eh

ORCA input file:
```
! wB97M-V def2-TZVPD RIJCOSX def2/J DEFGRID3
* xyz -1 1
N 0.2976 1.3755 0.1218
H 0.0477 1.4875 -0.8504
H 0.7867 0.4923 0.1521
H -0.5096 1.2804 0.7213
H 0.9005 2.0488 0.5725
C -1.4891 3.7379 -2.0838
C -0.6410 3.3042 -3.2213
C 0.4777 4.3803 -3.3593
C 1.7577 4.0136 -4.1242
C 2.3242 2.6802 -3.5737
C 1.2537 1.5078 -3.6310
N -0.0351 1.9437 -2.9061
O -1.0357 0.9143 -2.5429
C 1.9673 0.3610 -2.8890
C 1.0076 1.1404 -5.1310
C -1.4317 3.4065 -4.6050
H -2.3782 3.1269 -1.9279
H -1.9237 4.7284 -2.2186
H -0.9615 3.6988 -1.1308
H 0.7904 4.7563 -2.3852
H 0.1510 5.3107 -3.8239
H 2.4846 4.7917 -3.8914
H 1.6159 4.0543 -5.2042
H 2.6241 2.8882 -2.5466
H 3.2039 2.4139 -4.1597
H 2.7773 -0.0204 -3.5107
H 1.3092 -0.4767 -2.6581
H 2.3097 0.6564 -1.8972
H 0.4076 0.2398 -5.2616
H 1.9158 1.0044 -5.7182
H 0.4015 1.9196 -5.5931
H -2.0591 2.5338 -4.7866
H -0.8587 3.4920 -5.5283
H -2.0087 4.3313 -4.6083
C -3.7682 2.1239 3.4380
C -2.3523 2.3264 2.8068
C -1.4554 3.1296 3.8451
C -0.8087 2.3011 5.0332
C -0.1333 1.1075 4.4252
C -1.0413 0.1904 3.6490
N -1.6141 1.0326 2.5400
O -2.1840 0.2500 1.4199
C -2.0404 -0.5185 4.5481
C -0.1160 -0.9911 3.1520
C -2.4361 3.2535 1.5915
H -3.7892 1.5883 4.3871
H -4.4890 1.5812 2.8264
H -4.2366 3.0785 3.6776
H -2.0878 3.8888 4.3053
H -0.7609 3.7955 3.3330
H -1.5754 2.0093 5.7508
H -0.0311 2.9157 5.4867
H 0.4065 0.6066 5.2288
H 0.7268 1.4745 3.8652
H -2.5079 0.1688 5.2532
H -1.6820 -1.3576 5.1445
H -2.8208 -1.0121 3.9689
H 0.1184 -1.6785 3.9649
H 0.7416 -0.7418 2.5272
H -0.7006 -1.6745 2.5360
H -2.8165 4.2211 1.9190
H -3.0785 2.8986 0.7857
H -1.4935 3.3419 1.0514
C 7.6618 -1.6941 -2.7099
C 6.4883 -1.2721 -1.8996
C 5.4625 -0.4178 -2.6658
O 5.8741 -2.4234 -1.3649
H 7.3757 -2.4251 -3.4662
H 8.4307 -2.1440 -2.0818
H 8.1593 -0.8552 -3.1966
H 6.8849 -0.7698 -1.0173
H 4.5930 -0.0819 -2.1007
H 5.0286 -0.8660 -3.5596
H 5.9394 0.5103 -2.9808
H 6.3926 -2.7661 -0.6332
O -3.5829 0.6772 -1.1294
H -3.1788 0.4792 -0.2845
H -2.8540 0.9521 -1.6855
C 2.7028 4.3104 0.3618
C 1.7725 4.4990 1.6044
C 0.6772 5.5129 1.3840
O 0.2850 5.9547 2.7133
C -0.7519 6.9071 2.7798
N 1.2950 3.1621 2.0147
H 3.0451 5.2411 -0.0909
H 2.2438 3.7039 -0.4189
H 3.6586 3.8742 0.6522
H 2.3799 4.9102 2.4106
H -0.2155 5.2462 0.8184
H 1.2175 6.2880 0.8404
H -0.9593 7.3634 3.7477
H -1.6899 6.6086 2.3117
H -0.4381 7.7730 2.1968
H 0.4568 3.3781 2.5351
H 1.9462 2.9103 2.7445
C -1.0199 -3.0650 -2.6113
C -1.7898 -2.4455 -1.3784
C -2.3381 -3.6133 -0.5495
O -3.3162 -4.3015 -1.3319
C -3.5062 -5.6446 -0.8347
N -0.8585 -1.5432 -0.7257
H -0.5861 -2.2956 -3.2499
H -1.6656 -3.7089 -3.2083
H -0.2487 -3.6632 -2.1260
H -2.6578 -1.8403 -1.6398
H -2.9171 -3.3319 0.3301
H -1.4812 -4.2332 -0.2855
H -2.5781 -6.1872 -1.0146
H -4.3380 -6.1161 -1.3580
H -3.5933 -5.6172 0.2515
H -0.8048 -0.7756 -1.3799
H -1.2638 -1.1223 0.0981
C -4.5396 1.1147 -4.4656
C -4.3821 -0.2994 -4.9325
C -2.9867 -0.3357 -5.6576
O -2.6944 -1.7199 -5.8900
C -1.4743 -1.9341 -6.4503
N -4.4044 -1.1732 -3.7572
H -5.5340 1.3399 -4.0801
H -4.3683 1.7700 -5.3197
H -3.8788 1.3958 -3.6456
H -5.1258 -0.5918 -5.6738
H -2.3429 0.1414 -4.9186
H -2.9599 0.2436 -6.5806
H -1.5803 -2.9208 -6.9013
H -0.7089 -2.1159 -5.6958
H -1.2345 -1.2140 -7.2327
H -3.5795 -0.8298 -3.2865
H -4.0176 -2.0868 -3.9461
C 4.1541 -1.0160 7.9577
C 3.3421 -0.9017 6.6355
C 3.5705 0.3866 5.7816
O 3.4347 1.6799 6.5633
C 3.4826 2.7995 5.7036
N 3.7446 -2.0454 5.8562
H 3.7877 -0.1383 8.4901
H 5.2241 -1.0007 7.7505
H 3.8897 -1.9449 8.4630
H 2.2645 -0.9526 6.7910
H 2.7808 0.3917 5.0303
H 4.5298 0.3838 5.2641
H 4.3868 2.9168 5.1062
H 3.2585 3.6590 6.3353
H 2.6163 2.7542 5.0436
H 3.0887 -2.1511 5.0955
H 3.5866 -2.8742 6.4113
C -5.0663 -2.9405 2.4968
C -5.9136 -1.6976 2.1377
C -6.1154 -0.6961 3.3799
O -6.8092 0.4356 2.7845
C -7.5620 1.1313 3.7266
N -5.0948 -0.8674 1.1941
H -4.8821 -3.5661 1.6234
H -5.7248 -3.5342 3.1308
H -4.0788 -2.7208 2.9027
H -6.8675 -1.9755 1.6894
H -5.1461 -0.3541 3.7427
H -6.6426 -1.2956 4.1220
H -8.4229 0.5881 4.1163
H -7.8757 2.1112 3.3668
H -6.9087 1.3726 4.5651
H -4.1478 -0.7751 1.5329
H -5.5355 0.0332 1.3160
C 3.3604 -4.1252 0.5828
C 2.5155 -2.9619 1.0379
C 2.5765 -1.8083 0.0232
O 2.1963 -0.5594 0.6794
C 3.2464 0.1454 1.2279
N 1.1650 -3.4658 1.2582
H 3.4038 -4.9068 1.3413
H 4.3572 -3.7709 0.3202
H 3.0063 -4.6653 -0.2953
H 2.8094 -2.5259 1.9927
H 1.7986 -1.9880 -0.7189
H 3.6039 -1.7858 -0.3401
H 3.7742 0.5621 0.3701
H 3.8933 -0.4556 1.8669
H 2.9368 0.9654 1.8760
H 1.0441 -3.9321 0.3705
H 0.4924 -2.7184 1.1629
C 2.3668 -2.9962 -4.7753
C 2.4169 -3.7046 -3.4093
C 1.6200 -4.9656 -3.4137
O 1.4496 -5.5052 -2.0493
C 0.5368 -6.6293 -2.0989
N 3.7618 -4.0068 -2.9324
H 2.8986 -2.0561 -4.6286
H 1.3662 -2.7098 -5.0994
H 2.8001 -3.6082 -5.5663
H 1.9330 -3.0342 -2.6990
H 2.0075 -5.7364 -4.0799
H 0.6780 -4.7805 -3.9299
H 0.7478 -7.4739 -2.7549
H -0.4779 -6.2657 -2.2612
H 0.5661 -6.8776 -1.0380
H 3.6337 -4.4017 -2.0117
H 4.1872 -3.1078 -2.7564
*
```

Löwdin atomic charge list, values in e, 4 entries: number 1, N, carries 0.31; number 2, H, carries 0.07; number 3, H, carries 0.07; number 4, H, carries 0.07

***

Here is 2 unconnected molecules or ions with the total composition CHBr2O2S from OMol25. Energies are from ωB97M-V/def2-TZVPD.

Output
maximum force: 3.5 eV/Å
lowest unoccupied orbital energy (alpha / beta): 3.068 / 3.067 eV
energy relative to the best compared isomer or geometry (same formula, charge and spin): 2.110 eV
E_HOMO (alpha / beta): -3.1 / -3.1 eV
gap between HOMO and LUMO (alpha / beta): 0.228 / 0.228 Eh

ORCA input file:
```
! wB97M-V def2-TZVPD RIJCOSX def2/J DEFGRID3
* xyz -1 1
C -0.0669 -0.8903 0.1616
O -3.7152 -0.5282 -0.7686
O -3.4582 -0.3755 1.6439
S -3.2252 -1.1647 0.4848
Br 0.2850 -1.8248 -1.5536
Br 1.0729 -1.5226 1.6465
H 0.2772 0.2113 0.2098
*
```

natural (NBO) atomic charge list, values in e, 4 entries: number 1, C, carries -0.74; number 2, O, carries -0.90; number 3, O, carries -0.89; number 4, S, carries 1.64

***

Here is 3 unconnected molecules or ions with the total composition C3H11NOS from OMol25. Energies are from ωB97M-V/def2-TZVPD.

Output
maximum force: 4.8 eV/Å
lowest unoccupied orbital energy: -0.889 eV
energy relative to the best compared isomer or geometry (same formula, charge and spin): 2.799 eV
E_HOMO: -9.0 eV
gap between HOMO and LUMO: 0.300 Eh

ORCA input file:
```
! wB97M-V def2-TZVPD RIJCOSX def2/J DEFGRID3
* xyz 0 1
C 0.1048 0.2874 -0.9477
C -0.3020 -0.6737 0.1459
C 0.9270 -1.5305 0.6502
S 0.3327 -2.7044 1.8328
N -1.0003 1.1960 -1.3562
H 0.9349 0.9233 -0.6459
H 0.4313 -0.2833 -1.8395
H -1.0281 -1.4000 -0.2253
H -0.6428 -0.1637 1.0480
H 1.5210 -1.8895 -0.1911
H 1.4286 -0.7336 1.2230
H 2.2278 -3.2774 1.6770
H -1.7776 0.6359 -1.6322
H -0.7534 1.6889 -2.1914
H -0.9450 2.1105 0.2151
H -0.7940 3.3890 1.0964
O -0.6650 2.4250 1.1409
*
```

natural (NBO) atomic charge list, values in e, 4 entries: number 1, C, carries -0.22; number 2, C, carries -0.43; number 3, C, carries -0.56; number 4, S, carries 0.03